No. 1
10
Properties=species:S:1:pos:R:3:forces:R:3 method="wB97M-V/def2-TZVPD" e_above_lowest_kcal_mol=32.8 mol_weight_da=126.19 largest_force_ev_per_a=4.33 charge=-1 gap_ev=8.02 lumo_energy_ev=3.632 homo_energy_ev=-4.390
H 2.54571 1.31733 0.06571 -0.730 -1.033 -0.312
Si 1.04611 -0.59209 0.03875 1.743 -2.288 -3.235
O -1.24407 1.62188 0.03106 0.486 -2.304 0.191
H -1.78317 1.48365 0.80778 -0.683 1.124 0.907
H 0.97235 -1.58194 1.14813 -0.092 0.344 0.360
N 2.12436 0.50035 -0.41220 1.065 1.702 0.871
H 1.01577 -1.59871 -1.36120 -0.347 1.011 2.045
O -1.81885 -0.40142 -1.31915 1.308 0.250 0.768
S -1.09316 -0.10289 -0.07947 -2.705 0.809 -2.689
O -1.76505 -0.64615 1.08058 -0.044 0.385 1.094

No. 2
7
Properties=species:S:1:pos:R:3:forces:R:3 method="wB97M-V/def2-TZVPD" e_above_lowest_kcal_mol=69.6 mol_weight_da=81.08 largest_force_ev_per_a=2.18 smiles="N=S.P" gap_ev="7.42 / 7.42" lumo_energy_ev="-1.434 / -1.435" homo_energy_ev="-8.855 / -8.856"
S -4.83906 0.07625 0.04986 1.541 -0.354 -0.870
P 0.66072 0.22598 0.15346 0.339 0.494 0.139
H -3.20627 -0.41658 -1.47571 -0.819 0.484 1.963
H 1.42883 0.47327 1.31354 -0.017 0.648 0.034
H -0.56332 0.25452 0.85170 -0.040 -0.159 0.076
H 0.96861 -1.08744 0.45657 -0.298 -0.985 -0.248
N -3.35177 -0.19216 -0.41898 -0.706 -0.128 -1.094

No. 3
7
Properties=species:S:1:pos:R:3:forces:R:3 method="wB97M-V/def2-TZVPD" e_above_lowest_kcal_mol=44.0 mol_weight_da=77.10 largest_force_ev_per_a=4.51 gap_ev=8.51 lumo_energy_ev=-0.740 homo_energy_ev=-9.252
H 0.68030 -0.01884 2.14789 0.477 -0.196 0.140
N 0.92725 -0.41602 -0.08751 1.384 -0.979 0.705
H 0.11893 0.88020 -1.62903 0.224 1.412 -2.692
H -1.78246 1.40273 -0.04301 1.887 -2.379 -0.687
P 1.65211 -0.63210 1.23076 0.238 0.251 1.497
Si -0.50309 0.03490 -0.75721 -3.201 2.622 1.784
H -1.09304 -1.25086 -0.86189 -1.009 -0.730 -0.746

No. 4
6
Properties=species:S:1:pos:R:3:forces:R:3 method="wB97M-V/def2-TZVPD" e_above_lowest_kcal_mol=1.8 mol_weight_da=36.03 largest_force_ev_per_a=1.61 charge=-1 gap_ev="3.88 / 11.51" multiplicity=2 lumo_energy_ev="5.013 / 4.982" homo_energy_ev="1.130 / -6.527"
H -0.32214 -1.73002 0.16207 0.031 0.193 -0.299
H -0.39431 1.03177 -1.21195 -0.914 0.364 -0.695
O -0.23465 -1.35333 1.03767 -0.176 -0.954 0.862
O 0.34715 0.83172 -0.64059 0.747 -1.376 0.366
H 0.56696 1.66839 -0.23084 0.233 1.149 0.343
H 0.03700 -0.44851 0.88362 0.079 0.624 -0.576

No. 5
6
Properties=species:S:1:pos:R:3:forces:R:3 method="wB97M-V/def2-TZVPD" e_above_lowest_kcal_mol=6.4 mol_weight_da=36.03 largest_force_ev_per_a=1.90 smiles=O.O gap_ev=12.68 lumo_energy_ev=1.068 homo_energy_ev=-11.608
H -2.94974 1.76471 -2.53767 0.203 1.086 -0.302
H -1.76763 2.65279 -2.23785 0.199 0.212 0.028
O 2.47386 -2.61735 2.63491 -1.725 -0.787 -0.110
O -2.60869 2.67648 -2.70024 -0.403 -1.299 0.274
H 2.78745 -1.85559 2.18505 0.771 0.851 -0.330
H 3.13428 -2.99224 3.19084 0.954 -0.063 0.440

No. 6
6
Properties=species:S:1:pos:R:3:forces:R:3 method="wB97M-V/def2-TZVPD" e_above_lowest_kcal_mol=8.9 mol_weight_da=36.03 largest_force_ev_per_a=2.24 smiles=O.O gap_ev=12.58 lumo_energy_ev=0.971 homo_energy_ev=-11.609
O -4.77215 -1.89776 4.73486 -0.039 -0.042 0.007
H 4.21041 2.26790 -4.65710 0.066 0.306 1.312
H -4.39678 -1.27023 5.35896 0.020 0.016 -0.026
H 4.70798 1.06728 -5.09476 0.562 -0.937 0.738
H -4.39103 -1.66980 3.88213 0.019 0.026 0.019
O 4.64156 1.50261 -4.22409 -0.628 0.632 -2.050

No. 7
6
Properties=species:S:1:pos:R:3:forces:R:3 method="wB97M-V/def2-TZVPD" e_above_lowest_kcal_mol=3.6 mol_weight_da=36.03 largest_force_ev_per_a=1.90 smiles=O.O gap_ev=11.73 lumo_energy_ev=0.654 homo_energy_ev=-11.071
O 1.40613 -0.14449 -0.26807 -0.192 1.628 0.954
H 1.48658 -0.80363 0.42127 0.098 -0.523 0.130
O -1.60683 -0.25054 -0.14600 0.073 0.771 0.140
H -2.09733 0.60660 -0.10859 1.094 -1.032 -0.071
H 1.44001 0.69523 0.26694 0.078 -1.063 -0.971
H -0.62855 -0.10318 -0.16555 -1.150 0.219 -0.181

No. 8
6
Properties=species:S:1:pos:R:3:forces:R:3 method="wB97M-V/def2-TZVPD" e_above_lowest_kcal_mol=8.3 mol_weight_da=36.03 largest_force_ev_per_a=2.46 smiles=O.O gap_ev=11.22 lumo_energy_ev=0.599 homo_energy_ev=-10.617
H 0.08142 0.65584 -0.04514 -0.656 0.922 -0.027
O -0.58327 1.31915 -0.33918 0.663 0.342 -1.430
H 0.59041 -1.45211 1.23321 -0.272 0.775 -0.605
O 0.22989 -0.77748 0.61423 0.503 -2.408 0.162
H 0.00579 -1.28251 -0.20001 0.100 0.427 0.871
H -0.32424 1.53710 -1.26312 -0.337 -0.060 1.027

No. 9
6
Properties=species:S:1:pos:R:3:forces:R:3 method="wB97M-V/def2-TZVPD" e_above_lowest_kcal_mol=7.1 mol_weight_da=36.03 largest_force_ev_per_a=2.71 smiles=O.O gap_ev=11.92 lumo_energy_ev=0.528 homo_energy_ev=-11.395
H -1.37474 0.79706 -0.18461 -0.326 -2.676 0.233
H 1.90884 0.47556 0.28423 0.607 0.035 0.037
O -1.45319 -0.21920 -0.27798 0.512 1.595 1.123
O 1.60865 -0.26052 -0.25420 0.888 0.266 0.273
H -1.36600 -0.65902 0.61298 -0.226 1.153 -1.252
H 0.67644 -0.13388 -0.18040 -1.454 -0.373 -0.413

No. 10
6
Properties=species:S:1:pos:R:3:forces:R:3 method="wB97M-V/def2-TZVPD" e_above_lowest_kcal_mol=11.2 mol_weight_da=36.03 largest_force_ev_per_a=4.82 smiles=O.O gap_ev=12.02 lumo_energy_ev=0.661 homo_energy_ev=-11.363
H 0.08188 -1.50024 -1.72698 1.062 1.691 0.430
H 1.01196 -0.35606 -1.00774 -0.424 -0.597 -0.067
H -1.24614 0.62814 2.32249 1.855 0.147 -1.609
O 0.51861 -0.60428 -1.80053 -0.652 -1.081 -0.401
O -0.51192 0.74634 1.63088 -4.062 2.433 0.895
H 0.09875 0.09176 1.76936 2.221 -2.593 0.751

No. 11
6
Properties=species:S:1:pos:R:3:forces:R:3 method="wB97M-V/def2-TZVPD" e_above_lowest_kcal_mol=6.0 mol_weight_da=36.03 largest_force_ev_per_a=4.12 smiles=O.O gap_ev=11.62 lumo_energy_ev=0.658 homo_energy_ev=-10.964
O -0.64875 1.01744 -0.69465 0.922 2.345 3.260
O 0.84309 -0.99378 0.74080 0.381 -2.795 0.989
H 0.37910 -0.39443 0.19450 -0.968 1.168 -1.136
H -1.26319 0.58122 -1.22855 -1.874 -0.803 -1.025
H 0.43950 -1.89279 0.59033 0.649 1.605 0.197
H -1.11008 1.51675 0.07453 0.890 -1.520 -2.284

No. 12
6
Properties=species:S:1:pos:R:3:forces:R:3 method="wB97M-V/def2-TZVPD" e_above_lowest_kcal_mol=3.6 mol_weight_da=36.03 largest_force_ev_per_a=1.12 smiles=O.O gap_ev=12.10 lumo_energy_ev=0.960 homo_energy_ev=-11.136
O 0.95490 -0.76848 -0.42943 1.060 0.363 0.045
H -1.55973 1.27955 0.92612 -0.218 0.284 0.370
H 0.25895 -1.41063 -0.37454 -0.598 -0.418 0.062
H -0.11337 0.84441 0.65337 0.462 -0.096 0.071
O -0.99870 0.83285 0.30080 -0.526 -0.126 -0.447
H 1.76453 -1.22830 -0.17598 -0.180 -0.006 -0.102

No. 13
6
Properties=species:S:1:pos:R:3:forces:R:3 method="wB97M-V/def2-TZVPD" e_above_lowest_kcal_mol=5.3 mol_weight_da=36.03 largest_force_ev_per_a=1.53 smiles=O.O gap_ev=11.79 lumo_energy_ev=0.621 homo_energy_ev=-11.170
O -1.35666 -0.20891 -0.04580 -1.142 1.018 0.113
H -1.63108 0.74075 -0.06603 0.426 -1.105 0.000
O 2.04825 -0.23527 -0.04969 -0.878 1.008 0.176
H 1.71814 0.21362 0.75282 0.426 -0.535 -0.268
H -2.21025 -0.66085 0.10964 0.728 0.159 -0.121
H 1.43159 0.15065 -0.70094 0.441 -0.544 0.100

No. 14
8
Properties=species:S:1:pos:R:3:forces:R:3 method="wB97M-V/def2-TZVPD" e_above_lowest_kcal_mol=0.0 mol_weight_da=97.98 largest_force_ev_per_a=2.61 gap_ev="9.73 / 8.74" multiplicity=3 lumo_energy_ev="0.810 / -1.733" homo_energy_ev="-8.917 / -10.474"
H 2.24691 1.48725 2.96665 -0.627 -0.327 -0.559
O 1.06514 -1.07458 -0.57165 -0.056 -0.127 0.044
P -0.32004 -0.62600 -0.81797 -2.002 -1.049 -1.300
P 1.61002 0.82625 1.82072 -0.562 0.793 1.458
H 2.85707 0.60336 1.33774 1.184 -0.415 -0.783
H -1.20822 -1.52641 0.89192 -0.662 -0.193 -0.546
H -0.82390 -0.92356 -2.23801 0.572 0.361 1.496
O -1.56450 -1.44807 -0.02596 2.153 0.956 0.190

No. 15
12
Properties=species:S:1:pos:R:3:forces:R:3 method="wB97M-V/def2-TZVPD" e_above_lowest_kcal_mol=1.2 mol_weight_da=226.25 largest_force_ev_per_a=2.68 smiles="O=S(#[PH2])SSS(=O)#[PH2]" gap_ev=8.79 lumo_energy_ev=-0.162 homo_energy_ev=-8.949
H -1.86659 -0.97644 2.93467 -0.267 -0.305 0.570
S -0.84478 -2.02243 0.92983 0.226 0.034 -0.752
S 1.11858 -1.18737 -1.49625 0.923 -1.171 -0.330
H -0.88594 0.37305 1.91174 -0.116 0.232 -0.098
H 2.69555 2.48103 -1.93650 1.623 1.347 0.573
H 0.57946 2.84679 -1.52220 1.298 -0.780 -0.563
O -1.72559 -3.19332 1.03022 -0.099 -0.257 0.067
P 1.52123 1.93253 -2.24930 -2.630 -0.501 0.200
S -0.82290 -1.35841 -1.20433 -0.661 0.370 0.706
O 0.56554 0.90873 0.39945 0.477 0.031 0.134
P -2.05237 -0.38335 1.68883 0.115 0.247 -0.216
S 1.71781 0.57918 -0.48616 -0.890 0.754 -0.291

No. 16
9
Properties=species:S:1:pos:R:3:forces:R:3 method="wB97M-V/def2-TZVPD" e_above_lowest_kcal_mol=48.6 mol_weight_da=128.95 largest_force_ev_per_a=5.11 smiles="[O-][P@](O)(=P)P" charge=-1 gap_ev=7.91 lumo_energy_ev=4.264 homo_energy_ev=-3.650
P 1.72629 -0.38932 -0.64604 -0.213 -2.338 -0.882
O -0.39734 -1.91712 0.60735 -0.327 -3.854 2.533
P -2.01460 -0.25862 -1.25981 0.000 1.286 -0.117
P -0.42640 -0.65553 -0.05101 1.581 4.539 -0.501
H -0.89283 1.42051 0.83972 -4.181 2.125 -1.267
H 1.97294 -1.14727 0.55816 0.185 0.483 -0.470
H 1.59255 0.76407 -0.02138 0.452 2.242 1.075
O -0.12259 1.10070 1.15623 3.029 -4.113 0.148
H -1.43803 1.08256 -1.18324 -0.527 -0.369 -0.521

No. 17
7
Properties=species:S:1:pos:R:3:forces:R:3 method="wB97M-V/def2-TZVPD" e_above_lowest_kcal_mol=21.3 mol_weight_da=240.41 largest_force_ev_per_a=2.17 charge=+3 gap_ev=2.57 lumo_energy_ev=-22.927 homo_energy_ev=-25.500
H 0.89300 1.24595 -3.32337 1.227 1.388 -1.133
O 0.26975 0.73815 -2.80383 -1.105 0.501 1.304
Tl -2.67783 2.34275 0.67930 -0.448 0.393 0.113
H 0.43968 -0.17185 -3.04726 0.122 -1.994 -0.511
O 0.24452 -1.04677 2.67304 -0.508 1.530 -0.855
H 0.81202 -1.71357 2.28634 1.301 -1.286 -0.941
H 0.01886 -1.39467 3.53577 -0.589 -0.532 2.023

No. 18
6
Properties=species:S:1:pos:R:3:forces:R:3 method="wB97M-V/def2-TZVPD" e_above_lowest_kcal_mol=3.0 mol_weight_da=52.10 largest_force_ev_per_a=1.21 smiles=O.S gap_ev=10.36 lumo_energy_ev=0.646 homo_energy_ev=-9.713
H -0.05665 0.40169 -1.32462 0.006 -0.067 0.187
H -1.21719 0.25415 0.22260 0.212 0.019 -0.064
O -2.71647 1.89236 2.14609 -0.839 -0.743 0.460
S 0.06364 -0.04686 -0.06127 -0.193 0.074 -0.143
H -2.81351 0.91633 2.06729 0.029 1.057 0.184
H -3.46124 2.16962 2.72635 0.785 -0.340 -0.623

No. 19
7
Properties=species:S:1:pos:R:3:forces:R:3 method="wB97M-V/def2-TZVPD" e_above_lowest_kcal_mol=4.7 mol_weight_da=84.16 largest_force_ev_per_a=0.87 smiles=SS.O gap_ev=9.94 lumo_energy_ev=0.465 homo_energy_ev=-9.477
S 1.89871 -0.94344 0.67285 -0.702 0.284 -0.435
H 2.86759 -2.50489 2.47785 0.016 -0.058 0.145
H -4.16396 1.94224 -1.57566 -0.198 -0.176 0.052
H -2.88152 2.70815 -1.71708 0.110 -0.256 0.147
O -3.22805 1.87220 -1.37428 0.089 0.431 -0.200
H 2.10406 -1.68539 -0.45119 0.419 0.049 0.526
S 3.40316 -1.38886 1.96751 0.266 -0.274 -0.234

No. 20
9
Properties=species:S:1:pos:R:3:forces:R:3 method="wB97M-V/def2-TZVPD" e_above_lowest_kcal_mol=15.8 mol_weight_da=160.00 largest_force_ev_per_a=3.44 gap_ev=7.27 lumo_energy_ev=-1.478 homo_energy_ev=-8.745
P -0.76510 1.64627 0.99794 1.215 -1.656 2.764
P 0.90812 -2.48003 -1.07763 -0.021 -0.924 2.399
H 1.96176 -1.62367 -1.13614 1.315 0.309 -0.600
P 0.88831 0.48837 -0.03471 -1.859 -0.600 -0.166
S -2.68503 1.40109 0.98885 0.103 0.026 -0.557
H -0.22559 2.88877 0.90172 0.111 1.266 -0.247
P -0.47158 -0.91140 -0.72107 -0.064 1.315 0.619
H -0.21993 1.33978 2.42417 -0.597 0.479 -1.986
H 0.60904 -2.74918 -2.34312 -0.203 -0.214 -2.226